# 1
{"formula": "C23H34AlBrClCsFKMgN2O7", "method": "ωB97M-V/def2-TZVPD", "symbols": ["C", "C", "C", "C", "C", "C", "O", "C", "N", "C", "C", "C", "C", "O", "O", "C", "C", "C", "O", "H", "H", "H", "H", "H", "H", "H", "H", "H", "H", "H", "H", "H", "H", "H", "H", "H", "H", "H", "H", "Br", "K", "F", "N", "C", "C", "C", "C", "C", "H", "H", "H", "H", "H", "O", "C", "C", "O", "H", "H", "H", "H", "Cs", "Mg", "Cl", "C", "C", "O", "H", "H", "H", "H", "H", "Al"], "xyz": [[3.63582, 1.82530, 3.71729], [3.68347, 0.66987, 2.61550], [2.77536, -0.52125, 3.09698], [3.36532, 1.04391, 1.08751], [4.78609, 1.04248, 0.18104], [2.59973, 2.39003, 0.83519], [1.14368, 2.27846, 0.70090], [0.48596, 1.50830, 1.61598], [0.25599, 1.95765, 2.89931], [-0.44994, 1.23414, 3.82955], [-0.96941, -0.02806, 3.49254], [-0.77242, -0.55594, 2.12709], [-1.35393, -1.89407, 1.78860], [-1.17301, -2.78236, 2.59850], [-2.01094, -2.16287, 0.65054], [-0.01837, 0.25027, 1.17648], [0.22687, -0.15793, -0.27896], [-0.76723, 0.65277, -1.16253], [-0.64274, 0.73663, -2.34837], [3.53416, 1.39383, 4.73775], [2.82640, 2.55530, 3.58708], [4.67973, 2.40552, 3.73739], [4.70974, 0.26462, 2.64780], [2.32921, -1.07639, 2.23962], [2.03057, -0.16386, 3.86702], [3.41771, -1.26363, 3.61717], [2.78644, 0.20222, 0.66357], [4.51057, 1.36134, -0.86153], [5.11967, -0.00537, 0.14707], [5.57657, 1.73986, 0.69281], [2.93280, 2.77789, -0.17808], [2.79909, 3.21707, 1.54427], [0.61543, 2.94227, 3.23868], [-0.62900, 1.59923, 4.84569], [-1.56016, -0.62705, 4.19890], [-2.11964, -3.18399, 0.59042], [0.11416, -1.24443, -0.43544], [1.22606, 0.12864, -0.63846], [-1.59857, 1.21706, -0.67521], [5.88456, 2.06392, 2.35256], [4.33438, 3.65890, -0.98780], [5.76202, 4.26510, 3.26705], [-3.90615, -0.21151, -4.58074], [-5.15345, -0.69369, -4.64721], [-6.11407, -0.47531, -3.67502], [-5.76154, 0.28390, -2.56770], [-4.47638, 0.79331, -2.47453], [-3.59035, 0.51795, -3.50757], [-5.37894, -1.28112, -5.52985], [-7.11258, -0.88732, -3.77668], [-6.48720, 0.47637, -1.77978], [-4.17080, 1.39036, -1.62442], [-2.57799, 0.89696, -3.48638], [0.35527, -7.47108, 0.40905], [-0.86279, -6.99033, 0.10646], [-1.07713, -5.53574, 0.72527], [-2.29497, -5.07271, 0.41629], [-1.72337, -7.58847, 0.44596], [-1.06568, -6.88946, -0.96921], [-0.20924, -4.93826, 0.36407], [-0.84775, -5.64892, 1.80399], [-5.53025, -1.79272, -1.33638], [1.49283, 4.59875, 3.68166], [0.92461, -7.92015, 2.37715], [-1.80247, 2.72356, -5.89921], [-0.50939, 3.39368, -5.32225], [-0.41366, 4.59318, -5.85126], [-1.75492, 2.62268, -6.98196], [-1.90861, 1.72001, -5.47430], [-2.69694, 3.29075, -5.64326], [0.30586, 2.66877, -5.52780], [-0.61658, 3.32034, -4.21668], [0.88247, -1.60915, 3.72084]], "forces_ev_per_a": [[0.859, -0.612, 0.575], [-1.413, 0.292, 0.482], [1.428, 0.793, 0.020], [1.770, 0.440, -0.106], [-2.308, -0.295, 0.012], [0.558, -0.112, -0.892], [-0.091, -0.551, 1.240], [-0.315, -0.576, 0.044], [-0.330, -1.027, -0.133], [-0.500, -1.427, -1.142], [0.285, 0.484, -1.503], [-0.005, 2.713, -0.990], [-0.766, -2.012, -0.774], [0.482, 0.569, 0.831], [0.912, 1.533, 0.828], [-0.359, -0.428, 1.149], [-0.600, 0.498, 0.421], [0.131, -0.137, -0.298], [0.245, -0.159, 0.128], [-0.141, 0.030, -0.593], [0.204, -0.283, -0.148], [-3.155, -0.738, 0.785], [-0.673, -0.057, -0.101], [-0.028, 0.380, 0.309], [0.956, 0.461, -0.843], [-0.504, 0.303, -0.011], [0.178, 0.608, 0.082], [0.346, -0.855, 0.661], [0.073, 0.489, -0.103], [-1.248, -1.378, -2.446], [-2.468, -1.633, 2.226], [0.186, -0.603, -0.009], [-0.406, -0.996, -0.726], [0.399, 0.427, -0.544], [0.232, 0.443, -0.269], [-0.262, -1.251, -0.070], [-0.192, 0.485, 0.030], [-0.367, -0.098, 0.244], [0.261, -0.345, 0.280], [4.921, 3.783, 0.995], [2.190, 1.961, -1.204], [-0.291, -1.365, -0.445], [-0.245, 0.014, 0.442], [0.256, 0.018, -0.239], [-0.284, 0.909, -0.787], [-0.360, 3.137, -1.820], [-0.334, 0.287, -0.148], [0.102, -0.189, -0.440], [-0.063, 0.011, 0.017], [0.035, 0.033, -0.083], [-0.012, 0.434, -0.340], [-0.010, 0.060, -0.044], [-0.017, 0.054, 0.056], [2.684, -1.746, 1.149], [-2.296, 2.106, 2.359], [0.567, -1.495, -0.349], [-0.444, 2.396, 0.006], [0.260, -0.255, 0.085], [1.059, -0.243, -0.191], [0.052, 0.182, -0.337], [-0.266, 0.009, 0.140], [0.811, -4.997, 3.342], [0.564, 1.788, 0.612], [-1.455, 0.942, -2.835], [-0.637, -0.559, -0.191], [0.016, -0.692, 0.455], [0.294, 0.093, 0.216], [0.173, 0.156, 0.044], [0.204, 0.027, 0.011], [0.177, 0.199, 0.035], [0.140, 0.188, -0.611], [-0.296, 0.532, 0.121], [-0.865, -3.153, 1.333]], "charge": 2, "e_homo_ev": -10.172}

***

# 2
{"formula": "C2H2BrO2S", "method": "ωB97M-V/def2-TZVPD", "symbols": ["C", "C", "O", "O", "S", "Br", "H", "H"], "xyz": [[-0.39618, -0.79554, -0.57748], [0.49669, 0.38415, -0.09455], [-1.22427, -1.06101, 0.40460], [-0.19482, -1.29731, -1.60022], [0.59709, 0.48610, 1.67068], [-0.23491, 2.05324, -0.94110], [1.69801, 0.47340, -0.52031], [-0.74161, -0.24303, 1.65839]], "forces_ev_per_a": [[-1.367, 2.153, 7.301], [4.181, 1.245, -0.930], [-0.007, -0.454, -1.850], [0.545, -2.501, -5.062], [-1.080, -0.258, 0.384], [-0.179, 0.117, -0.061], [-3.652, -0.762, 0.980], [1.559, 0.460, -0.763]], "de_lowest_ev": 1.2146, "charge": -1, "smiles": "O=C([O-])[C@H](S)Br", "e_homo_ev": -4.611}

***

# 3
{"formula": "C27H74N20O11", "method": "ωB97M-V/def2-TZVPD", "symbols": ["C", "C", "C", "C", "C", "C", "N", "O", "C", "C", "C", "H", "H", "H", "H", "H", "H", "H", "H", "H", "H", "H", "H", "H", "H", "H", "H", "H", "H", "H", "C", "C", "C", "C", "C", "C", "N", "O", "C", "C", "C", "H", "H", "H", "H", "H", "H", "H", "H", "H", "H", "H", "H", "H", "H", "H", "H", "H", "H", "H", "C", "O", "N", "N", "H", "H", "H", "H", "C", "O", "N", "N", "H", "H", "H", "H", "C", "O", "N", "N", "H", "H", "H", "H", "C", "O", "N", "N", "H", "H", "H", "H", "C", "O", "N", "N", "H", "H", "H", "H", "C", "O", "N", "N", "H", "H", "H", "H", "C", "O", "N", "N", "H", "H", "H", "H", "C", "O", "N", "N", "H", "H", "H", "H", "C", "O", "N", "N", "H", "H", "H", "H"], "xyz": [[2.02519, -0.69787, -0.71914], [0.48651, -0.65795, -0.77924], [0.10237, -1.38762, 0.55351], [-1.40487, -1.36547, 0.84949], [-1.82144, 0.08852, 0.84462], [-1.50390, 0.92476, -0.43639], [-0.12505, 0.67682, -0.77503], [0.37946, 1.41658, -1.83244], [-2.57788, 0.51294, -1.48366], [-1.67576, 2.40125, -0.05366], [0.03439, -1.66755, -1.87409], [2.44125, -1.68158, -0.50613], [2.45151, -0.06174, 0.05872], [2.33929, -0.29706, -1.68428], [0.42547, -2.42639, 0.50355], [0.61171, -0.86805, 1.36705], [-1.66059, -1.94401, 1.73793], [-1.93722, -1.96250, 0.10709], [-1.45709, 0.56696, 1.75730], [-2.86546, 0.07843, 1.16795], [-2.69170, -0.56985, -1.43249], [-3.56236, 0.92947, -1.27326], [-2.26694, 0.82260, -2.48291], [-1.22777, 3.14938, -0.70762], [-2.67470, 2.74193, 0.21055], [-1.11846, 2.64093, 0.85594], [-1.04197, -1.84320, -1.86651], [0.38438, -2.66750, -1.61641], [0.31022, -1.40472, -2.89596], [-0.24142, 1.21696, -2.54582], [2.99202, -2.72910, 5.57906], [3.67966, -2.30742, 4.20497], [4.59514, -1.12957, 4.30444], [5.45782, -0.70908, 3.07620], [6.25285, -1.94456, 2.66434], [5.41905, -3.28660, 2.46427], [4.51311, -3.48772, 3.67314], [3.66425, -4.63186, 3.55058], [4.72559, -3.19863, 1.15103], [6.44496, -4.45457, 2.44727], [2.53999, -1.90835, 3.26351], [3.82269, -3.07535, 6.19742], [2.28501, -3.55778, 5.56849], [2.50775, -1.89288, 6.08295], [4.03085, -0.28911, 4.71147], [5.25537, -1.41703, 5.12697], [6.09998, 0.13384, 3.32939], [4.88784, -0.38680, 2.20230], [7.02114, -1.98171, 3.44022], [6.89532, -1.81108, 1.79205], [4.18880, -2.25965, 1.01884], [5.52707, -3.09164, 0.41830], [4.10778, -4.08583, 1.02318], [5.89062, -5.38698, 2.32794], [7.26445, -4.34095, 1.73996], [6.80762, -4.55579, 3.47121], [1.76651, -2.67757, 3.24125], [2.78834, -1.65867, 2.23252], [2.09392, -1.01605, 3.70609], [3.99841, -5.19486, 4.25411], [-3.56341, 6.46689, -1.07958], [-3.64224, 5.25796, -0.93008], [-2.49827, 7.14167, -1.37231], [-4.64311, 7.21170, -1.16323], [-1.61061, 6.68162, -1.52233], [-2.46560, 8.02823, -0.89132], [-4.60502, 8.01521, -1.76875], [-5.50309, 6.76876, -0.87862], [-5.58742, 2.49314, -0.27173], [-6.11632, 1.41557, -0.27827], [-5.27913, 3.26546, 0.79026], [-5.33869, 3.26578, -1.35251], [-5.47539, 2.84969, 1.68979], [-4.36219, 3.67350, 0.68604], [-4.92116, 4.18314, -1.23892], [-5.55510, 2.80967, -2.23037], [2.06219, 4.12123, 0.07263], [2.66631, 4.98790, 0.72001], [2.15382, 2.86005, 0.46544], [1.16085, 4.32666, -0.87469], [1.57501, 2.12252, 0.08985], [2.68555, 2.51866, 1.24903], [0.74359, 3.51490, -1.30637], [0.89538, 5.20045, -1.30126], [-1.08652, 4.81126, -3.74536], [-0.37267, 5.66771, -3.21872], [-0.85304, 4.03975, -4.82308], [-2.24743, 4.45635, -3.20198], [0.10572, 3.88499, -5.09133], [-1.59963, 3.63203, -5.35992], [-2.75262, 3.68153, -3.60061], [-2.33082, 4.70709, -2.22671], [1.35022, -6.02552, 0.94426], [0.70137, -6.92675, 0.36268], [0.79131, -4.87479, 1.29581], [2.62617, -6.18360, 1.30715], [-0.11245, -4.78007, 0.85402], [1.37802, -4.06445, 1.42279], [3.02712, -7.05816, 1.00809], [3.10929, -5.52241, 1.90054], [0.61881, 0.14165, -5.21073], [-0.48628, 0.54585, -5.00109], [0.96859, -0.93667, -5.90487], [1.79336, 0.72280, -4.86928], [0.22517, -1.50120, -6.28554], [1.92399, -1.12388, -6.15453], [1.78788, 1.60521, -4.38304], [2.61005, 0.22913, -5.18323], [-5.07599, 0.62203, -4.11469], [-5.45750, 1.72644, -3.76808], [-3.96946, 0.39352, -4.81509], [-5.70031, -0.38571, -3.59366], [-3.59577, -0.54058, -4.77362], [-3.55981, 1.18847, -5.27689], [-6.29144, -0.21051, -2.79544], [-5.76211, -1.27597, -4.06339], [-4.03901, -4.13815, -0.83265], [-2.94952, -4.04282, -0.31883], [-4.95499, -5.05532, -0.51985], [-4.46665, -3.15267, -1.56359], [-4.62744, -5.95562, -0.20754], [-5.86894, -4.95397, -0.93060], [-5.45896, -3.17142, -1.74135], [-3.93353, -2.30214, -1.64059], [0.86304, 1.58615, 4.72711], [1.52851, 0.88777, 5.49978], [0.93104, 1.55206, 3.40868], [-0.15815, 2.24733, 5.22409], [1.60778, 1.05985, 2.85020], [0.21471, 2.08099, 2.93620], [-0.22814, 2.30934, 6.22666], [-0.66003, 2.89156, 4.63298]], "forces_ev_per_a": [[-0.237, 1.504, -0.808], [-0.708, -2.760, 1.590], [-1.043, 0.379, 0.132], [0.918, -0.197, -1.032], [-0.799, -0.099, 1.431], [-1.982, -0.269, 1.190], [1.892, -0.979, 1.469], [-0.611, 0.561, -0.948], [0.686, -0.042, 0.004], [0.816, 0.890, 0.717], [-0.555, 0.268, -0.113], [-0.408, -0.199, -0.440], [-0.248, 0.291, 0.059], [0.684, -0.243, 0.028], [0.346, 0.189, -0.063], [0.118, -0.121, 0.160], [0.159, 0.566, 0.472], [0.018, 0.218, -0.329], [0.965, 0.187, -0.214], [-0.564, 0.450, -1.074], [0.093, -0.023, -0.343], [0.147, 0.265, 0.104], [-0.195, -0.130, -0.212], [-0.377, -0.357, -0.655], [-0.254, -0.535, -0.531], [0.264, -0.475, 0.253], [-0.113, 0.432, -0.022], [0.589, 0.124, -0.208], [0.217, 0.027, 0.020], [0.185, 0.181, -0.802], [1.750, 0.227, -0.430], [-1.291, -1.602, -1.756], [0.999, 0.815, 1.125], [-1.016, -1.141, -0.245], [0.447, -0.300, 0.727], [1.016, 0.940, 1.746], [0.431, 1.368, 0.755], [0.326, 0.396, -0.553], [0.068, 0.481, -0.588], [-1.227, 0.032, 1.209], [-0.722, -0.097, 0.061], [0.000, 0.099, 0.327], [-0.019, 0.094, -0.731], [0.119, 0.219, -0.271], [-0.163, 0.081, -0.173], [0.595, 0.296, -0.055], [0.095, -0.151, 0.143], [-0.531, 0.184, 0.220], [-0.139, -0.977, 0.361], [-0.453, 0.139, -0.459], [-0.408, -0.258, 0.192], [-0.153, -0.656, -0.392], [-0.022, 0.244, -0.600], [0.141, -0.111, -0.647], [-0.204, 0.020, -0.069], [0.467, 0.264, -0.062], [-0.052, -0.051, -0.047], [0.326, -0.064, 0.116], [-0.224, -0.024, 0.043], [-0.107, -0.180, 0.003], [-1.456, -1.822, -0.800], [0.819, -0.995, 1.036], [3.732, 1.962, 0.042], [-2.502, 1.308, 0.617], [0.013, -0.079, 0.002], [0.381, 0.151, -0.449], [-0.447, -0.058, 0.259], [-0.112, 0.352, -0.334], [-0.265, 2.310, -1.754], [-0.578, -1.863, 0.236], [0.476, 0.045, 3.083], [-0.471, -1.441, -1.433], [0.323, -0.057, -0.006], [-0.162, 0.411, 0.387], [-0.135, -0.381, -0.359], [0.344, 0.436, -0.216], [0.985, 2.395, 2.875], [-0.161, 0.119, -1.083], [-0.067, -3.908, 0.289], [-1.496, -0.020, -2.047], [-0.177, 0.216, -0.342], [0.298, 1.036, -0.064], [0.090, 0.028, -0.062], [0.548, 0.118, 0.280], [-0.246, -0.045, 0.930], [0.486, -0.502, -0.489], [1.931, 0.024, -1.604], [-1.179, 0.342, 0.825], [-0.294, 0.266, -0.431], [0.288, -0.128, 0.228], [-0.121, -0.021, 0.643], [-0.903, -0.268, -0.129], [-0.969, -2.934, -1.158], [0.947, 1.226, 0.658], [-1.141, 1.564, 0.125], [1.092, -0.489, -0.204], [-0.048, 0.469, 0.186], [-0.225, 0.004, 0.065], [0.187, 0.221, 0.271], [-0.024, -0.373, 0.126], [2.643, 0.441, -0.453], [-2.043, 0.582, 0.738], [-1.388, -2.724, -1.519], [0.034, 1.412, 0.968], [0.327, -0.090, -0.067], [-0.410, -0.236, -0.095], [0.440, -0.233, 0.015], [0.337, 0.882, 0.603], [0.390, 2.703, 1.018], [0.239, 1.945, -0.716], [0.376, -0.421, -1.024], [-1.671, -4.352, 1.067], [0.516, 0.431, -0.441], [0.357, -0.508, 0.009], [-0.133, 0.169, -0.264], [0.093, 0.032, 0.253], [1.490, 0.422, 2.353], [2.039, -1.118, 0.480], [-1.071, -1.559, 0.052], [-2.305, 2.083, -2.782], [-0.221, 0.136, 0.048], [0.107, -0.599, 0.103], [0.217, 0.791, -0.399], [-0.221, -0.115, 0.139], [1.432, -3.216, 2.209], [0.845, 0.261, -0.611], [-0.259, 0.786, -2.350], [-2.241, 2.141, 0.446], [-0.035, -0.040, 0.505], [0.404, -0.180, -0.514], [0.012, 0.057, -0.232], [-0.108, 0.107, 0.477]], "de_lowest_ev": 2.7670, "charge": 0, "smiles": "CC1(C)CCCC(C)(C)N1O.CC1(C)CCCC(C)(C)N1O.NC(N)=O.NC(N)=O.NC(N)=O.NC(N)=O.NC(N)=O.NC(N)=O.NC(N)=O.NC(N)=O.NC(N)=O", "e_homo_ev": -8.577}

***

# 4
{"formula": "C5H10N2", "method": "ωB97M-V/def2-TZVPD", "symbols": ["C", "C", "N", "C", "C", "C", "N", "H", "H", "H", "H", "H", "H", "H", "H", "H", "H"], "xyz": [[1.10692, -1.77234, 0.37781], [1.25923, -0.49378, -0.41134], [0.46625, 0.00622, -1.50618], [0.60357, 0.81292, -0.28443], [-0.54983, 1.17277, 0.59986], [-1.91119, 1.24697, 0.02048], [-1.57520, 0.22490, 1.00910], [2.19681, -1.75233, 0.23162], [0.68147, -2.65511, -0.11856], [0.81614, -1.73001, 1.43774], [2.34892, -0.37898, -0.67781], [-0.42668, -0.47478, -1.56393], [1.31596, 1.62606, -0.40213], [-0.28079, 1.88648, 1.37763], [-2.61126, 2.00859, 0.35176], [-2.01879, 0.95806, -1.02507], [-1.42152, -0.68565, 0.58344]], "forces_ev_per_a": [[1.226, 0.089, -0.213], [1.026, 0.691, -0.573], [-0.488, 0.290, -0.383], [-0.087, 0.311, -0.015], [0.165, 0.128, -0.038], [-0.171, 0.204, -0.157], [0.046, -0.345, 0.022], [-0.081, -2.547, 1.739], [0.006, 0.505, -0.051], [0.037, 0.278, -0.508], [-1.197, 0.241, 0.027], [-0.093, 0.075, 0.216], [-0.359, 0.207, -0.132], [-0.062, -0.126, -0.110], [0.075, -0.140, 0.021], [0.032, 0.047, 0.214], [-0.075, 0.093, -0.061]], "de_lowest_ev": 3.3087, "charge": 0, "smiles": "C[C@H]1N[C@H]1[C@H]1CN1", "e_homo_ev": -9.061}

***

Calculated values (u) of molar mass for the records, taken in order: 808.18 170.01 855.02 98.15.
Calculated values (eV) of frontier orbital gap for the records, taken in order: 1.389 8.059 8.632 10.188.
Calculated values (eV) of LUMO energy for the records, taken in order: -8.7831 3.4483 0.0542 1.1270.